No. 1
{"formula": "C68H69F10GaO2PS", "method": "wB97M-V/def2-TZVPD", "total_charge": -1, "homo_energy_ev": -3.45, "energy_ha": -6446.0116, "e_lumo_ev": 2.153, "homo_lumo_gap_ev": 5.60, "species": ["C", "C", "Ga", "C", "C", "O", "C", "C", "C", "S", "P", "C", "O", "H", "H", "H", "H", "H", "H", "H", "H", "H", "H", "H", "H", "H", "H", "H", "H", "H", "H", "H", "F", "C", "C", "C", "C", "C", "C", "H", "H", "H", "H", "H", "F", "C", "C", "C", "C", "C", "C", "H", "H", "H", "H", "H", "F", "C", "C", "C", "C", "C", "C", "H", "H", "H", "H", "H", "F", "C", "C", "C", "C", "C", "C", "H", "H", "H", "H", "H", "F", "C", "C", "C", "C", "C", "C", "H", "H", "H", "H", "H", "F", "C", "C", "C", "C", "C", "C", "H", "H", "H", "H", "H", "F", "C", "C", "C", "C", "C", "C", "H", "H", "H", "H", "H", "F", "C", "C", "C", "C", "C", "C", "H", "H", "H", "H", "H", "F", "C", "C", "C", "C", "C", "C", "H", "H", "H", "H", "H", "F", "C", "C", "C", "C", "C", "C", "H", "H", "H", "H", "H"], "xyz": [[-2.24034, -1.45770, 0.30234], [-1.87526, -0.77594, -0.73007], [-0.08425, 0.23688, -0.63297], [-0.19536, 1.46128, 1.01223], [-1.57378, 2.08821, 1.03423], [-1.74187, 2.88171, -0.14948], [0.27918, 1.37411, -2.31377], [1.08734, 2.64975, -2.09501], [2.56700, 2.46834, -1.85066], [2.95503, 1.82645, -0.19097], [1.59826, -1.44007, -0.48688], [2.55676, -1.39679, -2.08791], [0.80829, -2.95393, -0.57621], [-1.71833, -1.32649, 1.23442], [-3.03771, -2.18762, 0.28703], [-2.48833, -0.74160, -1.62364], [-0.02857, 0.86941, 1.90989], [0.49771, 2.28898, 0.98782], [-2.34449, 1.33646, 1.12774], [-1.61226, 2.78963, 1.86596], [-2.53173, 2.59391, -0.62406], [-0.69381, 1.69229, -2.67682], [0.70358, 0.78391, -3.12494], [0.59499, 3.24778, -1.33689], [1.03283, 3.23614, -3.01295], [3.04582, 3.43201, -1.94073], [3.01686, 1.83266, -2.60180], [4.03564, 1.04592, -0.34294], [3.53975, -1.80850, -1.92856], [2.08378, -1.98334, -2.86129], [2.62475, -0.36792, -2.40431], [0.49242, -3.10050, -1.47944], [2.73016, -4.22293, -2.99563], [2.14575, -5.41925, -2.80569], [2.26148, -6.03417, -1.57604], [1.65733, -7.26701, -1.38472], [0.95355, -7.86806, -2.42030], [0.84736, -7.22996, -3.64900], [1.44303, -5.99372, -3.84630], [2.81649, -5.54818, -0.78451], [1.73555, -7.75865, -0.42531], [0.48550, -8.83230, -2.26808], [0.29743, -7.69396, -4.45666], [1.36437, -5.47675, -4.79441], [0.12360, -6.84020, -6.95474], [1.08856, -7.45841, -7.66216], [2.02215, -8.22504, -6.99418], [3.01201, -8.86347, -7.72582], [3.06059, -8.72109, -9.10599], [2.11410, -7.94159, -9.75703], [1.11549, -7.30648, -9.03357], [1.97130, -8.31668, -5.91792], [3.74720, -9.47213, -7.21666], [3.83688, -9.21739, -9.67365], [2.15312, -7.82612, -10.83203], [0.36404, -6.69952, -9.52162], [-2.80078, 1.47292, -4.48240], [-2.87840, 2.79518, -4.71041], [-3.75668, 3.55547, -3.96554], [-3.83046, 4.92022, -4.19576], [-3.03411, 5.50620, -5.16960], [-2.15831, 4.72487, -5.91068], [-2.07331, 3.36026, -5.67919], [-4.37384, 3.07978, -3.21453], [-4.51060, 5.52610, -3.61207], [-3.09483, 6.57184, -5.34898], [-1.53725, 5.17902, -6.67150], [-1.39028, 2.73530, -6.23951], [4.37207, -8.23622, -0.43125], [5.46821, -7.66909, 0.10653], [5.80382, -7.95943, 1.41343], [6.93409, -7.37140, 1.96117], [7.70371, -6.49988, 1.20341], [7.34531, -6.21834, -0.10748], [6.22178, -6.80891, -0.66580], [5.18486, -8.63465, 1.98946], [7.21296, -7.59263, 2.98274], [8.58160, -6.03846, 1.63598], [7.94025, -5.53430, -0.69747], [5.92670, -6.60623, -1.68701], [-6.87950, 3.52587, -2.43016], [-7.41771, 2.29944, -2.27433], [-7.33030, 1.68155, -1.04381], [-7.88347, 0.41987, -0.88789], [-8.50591, -0.20607, -1.95903], [-8.57893, 0.43223, -3.18913], [-8.03468, 1.69750, -3.35161], [-6.83205, 2.18291, -0.22454], [-7.82561, -0.07619, 0.07136], [-8.93182, -1.19289, -1.83463], [-9.05871, -0.05674, -4.02648], [-8.08447, 2.21502, -4.30061], [-1.53957, -3.85689, -9.29285], [-1.70367, -3.04626, -8.22250], [-2.94937, -2.95383, -7.63701], [-3.11267, -2.12479, -6.53574], [-2.03814, -1.39734, -6.04389], [-0.79477, -1.50304, -6.65099], [-0.62073, -2.33649, -7.74710], [-3.77580, -3.52498, -8.03977], [-4.08111, -2.04720, -6.05995], [-2.16740, -0.75098, -5.18720], [0.04321, -0.93559, -6.26822], [0.34299, -2.43914, -8.22889], [-0.67525, 5.98891, 4.63908], [0.38801, 5.42926, 4.00534], [1.32403, 4.74257, 4.75008], [2.40494, 4.16466, 4.09895], [2.53717, 4.29271, 2.72415], [1.58532, 4.99224, 1.99643], [0.49622, 5.56293, 2.63802], [1.20478, 4.65979, 5.82319], [3.14217, 3.61153, 4.66386], [3.37820, 3.84045, 2.21625], [1.68815, 5.08942, 0.92374], [-0.26347, 6.10172, 2.08694], [-1.04298, 3.66504, 10.62191], [-1.74582, 4.00462, 9.51817], [-3.12399, 3.96225, 9.56234], [-3.84230, 4.31809, 8.42975], [-3.17721, 4.70044, 7.27315], [-1.78947, 4.73306, 7.24662], [-1.06622, 4.38730, 8.37953], [-3.62316, 3.65475, 10.47213], [-4.92378, 4.29540, 8.45142], [-3.74009, 4.97311, 6.39028], [-1.27256, 5.02714, 6.34571], [0.01603, 4.41413, 8.38457], [-1.74797, 9.99159, 8.73101], [-1.29995, 9.25126, 9.76418], [-1.50897, 7.88705, 9.75407], [-1.04268, 7.13057, 10.81842], [-0.38526, 7.74400, 11.87642], [-0.18880, 9.11777, 11.86834], [-0.64463, 9.88082, 10.80326], [-2.02920, 7.42609, 8.92333], [-1.19380, 6.06172, 10.82126], [-0.02594, 7.14957, 12.70623], [0.32070, 9.59820, 12.69323], [-0.49527, 10.95217, 10.77352], [4.60871, 1.80361, 3.80881], [4.05515, 0.58525, 4.02012], [4.15872, 0.01946, 5.27498], [3.59219, -1.22780, 5.49367], [2.94409, -1.88768, 4.45840], [2.85573, -1.30022, 3.20168], [3.41040, -0.05018, 2.97884], [4.67591, 0.55025, 6.06449], [3.65802, -1.68375, 6.47356], [2.50563, -2.86244, 4.63010], [2.35667, -1.80807, 2.38645], [3.34465, 0.43336, 2.00808]]}

No. 2
{"formula": "C68H70F2NO15P2", "method": "wB97M-V/def2-TZVPD", "total_charge": -1, "homo_energy_ev": -5.39, "energy_ha": -4699.1562, "e_lumo_ev": -0.410, "de_lowest_kcal_mol": 0.0, "homo_lumo_gap_ev": 4.98, "species": ["C", "C", "P", "C", "C", "P", "O", "O", "C", "C", "O", "C", "C", "O", "C", "C", "C", "O", "F", "C", "C", "C", "C", "C", "C", "C", "C", "C", "C", "C", "C", "O", "C", "C", "O", "N", "C", "O", "F", "O", "H", "H", "H", "H", "H", "H", "H", "H", "H", "H", "H", "H", "H", "H", "H", "H", "H", "H", "H", "H", "H", "H", "H", "H", "H", "H", "H", "H", "H", "H", "H", "H", "H", "H", "H", "H", "H", "H", "H", "H", "H", "H", "H", "H", "H", "H", "C", "C", "C", "C", "C", "C", "C", "O", "C", "C", "C", "C", "C", "C", "C", "O", "H", "H", "H", "H", "H", "H", "H", "H", "C", "C", "C", "C", "C", "C", "C", "O", "C", "C", "C", "C", "C", "C", "C", "O", "H", "H", "H", "H", "H", "H", "H", "H", "C", "C", "C", "C", "C", "C", "C", "O", "C", "C", "C", "C", "C", "C", "C", "O", "H", "H", "H", "H", "H", "H", "H", "H"], "xyz": [[1.43694, -9.33890, -4.17164], [1.74612, -8.28739, -3.66557], [2.22742, -6.64593, -2.85329], [0.73899, -5.76674, -3.61851], [0.02457, -4.96085, -2.53149], [-1.70963, -5.37132, -2.30712], [-2.37767, -6.20512, -3.31167], [-2.50599, -3.96928, -2.18040], [-2.11269, -3.05022, -1.15558], [-2.31812, -1.62043, -1.65280], [-1.75169, -5.98777, -0.82740], [-3.04786, -6.17678, -0.23059], [-3.01590, -7.47139, 0.55596], [3.23350, -6.22162, -4.21353], [4.51589, -6.79511, -4.23789], [4.49564, -8.04672, -5.19626], [5.00174, -9.38025, -4.74984], [4.44683, -10.34078, -4.35116], [6.36540, -9.46310, -4.96468], [4.82879, -6.97578, -2.73747], [6.03164, -7.83969, -2.34258], [6.70894, -7.48241, -1.02842], [7.63701, -8.61260, -0.55686], [8.84914, -8.09599, 0.22140], [8.51320, -7.21934, 1.44010], [8.85483, -7.86785, 2.78989], [9.06684, -6.85352, 3.91671], [9.84900, -7.43437, 5.09289], [9.58574, -6.70560, 6.41516], [8.37449, -7.25992, 7.16490], [8.64132, -8.62381, 7.79233], [7.84002, -8.81012, 8.95436], [6.86662, -9.81757, 8.81952], [5.12648, -5.53380, -2.16594], [4.78477, -5.15220, -1.08932], [5.84894, -4.57465, -2.99797], [7.12817, -4.84070, -3.41973], [7.52270, -5.67202, -4.16650], [7.99418, -3.93100, -2.89670], [3.66383, -7.39262, -2.14287], [1.16054, -10.26511, -4.61380], [1.47910, -7.06016, -1.70298], [2.54320, -5.41278, -2.16216], [1.09050, -5.09652, -4.40186], [0.07325, -6.48745, -4.09250], [0.04800, -3.88577, -2.72340], [0.51842, -5.10503, -1.56158], [-1.06924, -3.19937, -0.87403], [-2.69963, -3.23726, -0.25436], [-2.78867, -1.01839, -0.87511], [-1.35280, -1.16301, -1.87061], [-2.93093, -1.62569, -2.55070], [-3.79945, -6.21628, -1.01990], [-3.24237, -5.32149, 0.41886], [-3.18351, -8.31933, -0.10616], [-3.75230, -7.47032, 1.35938], [-2.02461, -7.59160, 0.99296], [5.15138, -6.06615, -4.72960], [3.46842, -8.17668, -5.52032], [5.10953, -7.80328, -6.06441], [5.65810, -8.86239, -2.24919], [6.75568, -7.84761, -3.15442], [5.95838, -7.26917, -0.26699], [7.32474, -6.57954, -1.12921], [7.07597, -9.33354, 0.04273], [8.01795, -9.12050, -1.44701], [9.48150, -8.93446, 0.52506], [9.44499, -7.51110, -0.48550], [7.44956, -6.97327, 1.44325], [9.04406, -6.26732, 1.36556], [9.73940, -8.50114, 2.68142], [8.00860, -8.49591, 3.08205], [9.55125, -5.95278, 3.53080], [8.08170, -6.54298, 4.28107], [10.91583, -7.44907, 4.85892], [9.54861, -8.48204, 5.20308], [10.46651, -6.79084, 7.05906], [9.43984, -5.63932, 6.22525], [7.54425, -7.35045, 6.45754], [8.06848, -6.57214, 7.95325], [8.42286, -9.42664, 7.08288], [9.69041, -8.71059, 8.08985], [7.32144, -10.80943, 8.71479], [6.25762, -9.80706, 9.72133], [6.21688, -9.64015, 7.95538], [5.77384, -3.66124, -2.56681], [-3.47504, -0.31974, 7.15615], [-2.96928, -1.34907, 6.36926], [-2.70101, -1.13203, 5.02873], [-2.94444, 0.11546, 4.46706], [-3.46504, 1.14451, 5.25290], [-3.72304, 0.92355, 6.60047], [-3.76639, 2.48358, 4.66925], [-4.21076, 3.38044, 5.35437], [-3.50671, 2.67921, 3.21387], [-3.82159, 3.90204, 2.63337], [-3.57955, 4.11041, 1.28648], [-3.01510, 3.10090, 0.51430], [-2.70129, 1.87956, 1.08597], [-2.95228, 1.66129, 2.43521], [-2.63285, 0.32824, 3.02353], [-2.14245, -0.55430, 2.35447], [-3.67792, -0.49078, 8.20535], [-2.78294, -2.32218, 6.80431], [-2.30213, -1.91977, 4.40437], [-4.11934, 1.73312, 7.19785], [-4.25702, 4.67832, 3.24752], [-3.83344, 5.06131, 0.83429], [-2.82252, 3.26718, -0.53756], [-2.26376, 1.08938, 0.49101], [-8.28190, 11.69828, 1.05849], [-8.52926, 10.44296, 0.51216], [-7.48042, 9.57394, 0.26293], [-6.17726, 9.96094, 0.55165], [-5.92768, 11.22470, 1.08923], [-6.98498, 12.08737, 1.35013], [-4.53705, 11.68611, 1.36727], [-4.32574, 12.78821, 1.82803], [-3.42087, 10.75354, 1.04392], [-2.11217, 11.17319, 1.24952], [-1.06013, 10.32019, 0.96312], [-1.30999, 9.04208, 0.47547], [-2.61189, 8.62041, 0.26554], [-3.67156, 9.47446, 0.54296], [-5.06317, 9.00575, 0.28243], [-5.28472, 7.89019, -0.13545], [-9.10377, 12.37544, 1.25159], [-9.54211, 10.14507, 0.27541], [-7.65611, 8.59573, -0.16281], [-6.78094, 13.06186, 1.77331], [-1.93438, 12.16857, 1.63272], [-0.04147, 10.64925, 1.12086], [-0.48645, 8.37496, 0.25761], [-2.81485, 7.62991, -0.11774], [-6.57169, 13.61754, -1.72868], [-6.20031, 14.75086, -2.44419], [-6.42927, 14.81550, -3.80853], [-7.02255, 13.74294, -4.46451], [-7.38129, 12.60052, -3.74682], [-7.15869, 12.54549, -2.37706], [-7.99187, 11.42075, -4.42355], [-8.31709, 10.43557, -3.79618], [-8.18459, 11.49458, -5.90058], [-8.70556, 10.39195, -6.56660], [-8.90230, 10.44176, -7.93586], [-8.58559, 11.59516, -8.64545], [-8.06401, 12.69577, -7.98735], [-7.85591, 12.64843, -6.61430], [-7.27061, 13.83930, -5.93161], [-7.00342, 14.84770, -6.54945], [-6.39715, 13.55996, -0.66341], [-5.73153, 15.58283, -1.93512], [-6.15130, 15.69031, -4.38020], [-7.44624, 11.65648, -1.83105], [-8.94909, 9.50373, -5.99999], [-9.30358, 9.58058, -8.45382], [-8.74427, 11.63275, -9.71524], [-7.80970, 13.59875, -8.52512]]}

What is the formula in the first record?
C68H69F10GaO2PS